(1)
Computed, not measured: a 8-piece molecular cluster, C5H25NO9 overall in a non-equilibrium geometry, with the ωB97M-V functional and the def2-TZVPD basis.

CARTESIAN COORDINATES (ANGSTROEM)
O (-1.18970, -0.25366, 2.63793)
C (-0.36656, -0.12545, 1.76111)
O (0.91650, -0.46478, 1.99583)
C (-0.80768, 0.32495, 0.37552)
C (0.22832, 0.70153, -0.70996)
C (1.14867, -0.48448, -1.04039)
C (-0.53599, 1.12328, -1.95323)
N (-1.62199, -0.77914, -0.10351)
H (0.92177, -0.97080, 2.82103)
H (-1.44080, 1.20521, 0.47367)
H (0.91497, 1.43925, -0.30467)
H (1.87912, -0.70996, -0.26910)
H (0.74018, -1.37313, -1.51660)
H (1.81531, -0.10887, -1.83300)
H (-0.59562, 0.33966, -2.71757)
H (-1.61840, 1.22415, -1.82278)
H (-0.10635, 2.00929, -2.41782)
H (-1.04367, -1.56645, -0.32485)
H (-2.59213, -0.83233, 0.15071)
H (2.67454, 2.55140, 2.12176)
H (2.74490, 2.10436, 3.60250)
O (3.23782, 2.11965, 2.77299)
H (4.44126, 0.04520, -0.00120)
H (4.35481, -0.18804, -1.52414)
O (4.69790, 0.41586, -0.86074)
H (-4.69535, -1.52065, -1.48551)
H (-5.06606, -0.03540, -1.24970)
O (-5.15271, -0.91186, -0.86752)
H (-1.72597, -4.29282, 0.41409)
H (-2.69211, -3.54448, 1.24793)
O (-2.29540, -3.51463, 0.36990)
H (-0.10421, 3.41910, 0.62073)
H (1.44608, 3.74431, 0.56761)
O (0.72026, 3.43226, 1.11483)
H (-2.79623, -1.93951, -1.71299)
H (-3.26802, -0.96884, -2.94260)
O (-3.24018, -1.84952, -2.56317)
H (2.88448, 0.26419, 1.22448)
H (3.65744, 0.31666, 2.33208)
O (3.53083, -0.34552, 1.61634)

Results
SMILES: CC(C)[C@@H](N)C(=O)O.O.O.O.O.O.O.O
Max |F|, eV/Å: 2.08
Frontier orbital gap, eV: 9.39
HOMO, eV: -9.283

---

(2)
Computed, not measured: C35H51BiClNO8Sb as an isolated structure in a non-equilibrium geometry, with the ωB97M-V functional and the def2-TZVPD basis.

CARTESIAN COORDINATES (ANGSTROEM)
Bi (1.90896, -0.05906, 0.63277)
C (3.73446, -3.03506, 1.81177)
O (2.48666, -3.50296, 1.34597)
C (1.56146, -3.84376, 2.36217)
C (0.48956, -2.77056, 2.65177)
O (-0.30184, -2.34156, 1.56487)
C (-0.99534, -3.32786, 0.84257)
C (-0.23804, -3.71776, -0.43303)
O (-0.24654, -2.60636, -1.30853)
C (0.90376, -2.51786, -2.11203)
H (3.64126, -2.17106, 2.47407)
H (4.26896, -3.83226, 2.34517)
H (4.29886, -2.74906, 0.92757)
H (1.08026, -4.77996, 2.04327)
H (2.09276, -4.03376, 3.30177)
H (-0.15454, -3.17716, 3.44897)
H (0.96116, -1.86466, 3.03857)
H (-1.18704, -4.20956, 1.46687)
H (-1.95214, -2.88496, 0.54907)
H (0.79706, -3.98136, -0.19123)
H (-0.73264, -4.57576, -0.91703)
H (0.90906, -3.31576, -2.86853)
H (0.87426, -1.54336, -2.59483)
H (1.81226, -2.59136, -1.50393)
N (-0.14814, 1.42644, 3.77637)
C (-0.02384, 1.70404, 2.47417)
O (-0.76794, 1.22934, 1.62257)
C (1.09276, 2.65064, 2.11267)
C (2.35936, 1.82184, 1.88947)
H (-0.71294, 0.62434, 4.01497)
H (0.64276, 1.62984, 4.38927)
H (1.24326, 3.37684, 2.91617)
H (0.82116, 3.18024, 1.19507)
H (2.70996, 1.43414, 2.84127)
H (3.13236, 2.44884, 1.46077)
C (-1.31984, -0.47016, -4.21253)
C (-2.58824, 0.26964, -3.90023)
C (-3.47004, 0.58554, -4.92523)
C (-4.65884, 1.24734, -4.67393)
C (-4.97874, 1.59704, -3.37503)
C (-4.10914, 1.27214, -2.35173)
C (-2.91214, 0.61504, -2.59033)
Sb (-1.60264, 0.25904, -0.83323)
C (-3.32394, -0.52626, 0.24677)
C (-3.62034, -0.06646, 1.51937)
C (-4.65244, -0.61316, 2.26377)
C (-5.39924, -1.64876, 1.73397)
C (-5.09344, -2.13306, 0.47497)
C (-4.04734, -1.60196, -0.27043)
C (-3.72604, -2.22616, -1.59453)
C (-1.74394, 2.42954, -0.60273)
C (-2.75894, 3.04914, 0.10477)
C (-2.80174, 4.42644, 0.25087)
C (-1.80884, 5.20404, -0.31363)
C (-0.78544, 4.59284, -1.01503)
C (-0.74214, 3.21394, -1.16973)
C (0.38586, 2.61024, -1.94783)
H (-1.25094, -0.69886, -5.27503)
H (-1.28664, -1.39936, -3.64733)
H (-0.45024, 0.12444, -3.93303)
H (-3.22514, 0.30414, -5.94213)
H (-5.33534, 1.47374, -5.48693)
H (-5.90384, 2.11634, -3.16543)
H (-4.37174, 1.53244, -1.33623)
H (-3.01164, 0.71464, 1.94497)
H (-4.86474, -0.24176, 3.25767)
H (-6.20324, -2.09916, 2.29957)
H (-5.67404, -2.95136, 0.06427)
H (-4.17974, -3.21426, -1.65883)
H (-2.64944, -2.32296, -1.71183)
H (-4.10414, -1.61456, -2.41263)
H (-3.53984, 2.46094, 0.56177)
H (-3.60204, 4.89374, 0.80967)
H (-1.83554, 6.28344, -0.22663)
H (0.00196, 5.19984, -1.44703)
H (1.07316, 3.38364, -2.28453)
H (0.00206, 2.08804, -2.82333)
H (0.93586, 1.89594, -1.33193)
O (2.22766, 1.47834, 5.23337)
Cl (2.61196, 0.10044, 5.37397)
O (2.40486, -0.30536, 6.71847)
O (3.97376, -0.05166, 5.00497)
O (1.79236, -0.68856, 4.50087)
C (5.58796, 0.78124, 0.50447)
C (4.81416, 0.64294, -0.81243)
C (5.73216, 0.00134, -1.86423)
C (4.41626, 2.04794, -1.29113)
C (3.58756, -0.19546, -0.62373)
H (6.43496, 1.45184, 0.36967)
H (5.95696, -0.18636, 0.83707)
H (4.94326, 1.18844, 1.27417)
H (6.62516, 0.60474, -2.02243)
H (5.20976, -0.10536, -2.81483)
H (6.04846, -0.98746, -1.53463)
H (5.29316, 2.68734, -1.38233)
H (3.72956, 2.50444, -0.58693)
H (3.92076, 1.98734, -2.25753)
H (3.56056, -1.06516, -1.27133)

Results
Net charge: -1
Max |F|, eV/Å: 1.19
Frontier orbital gap (spin up / spin down), eV: 7.33 / 7.33
HOMO (spin up / spin down), eV: -4.836 / -4.833

---

(3)
Computed, not measured: C32H34Br2IOPS2Tb as an isolated structure, with the ωB97M-V functional and the def2-TZVPD basis.

CARTESIAN COORDINATES (ANGSTROEM)
Tb (-0.28146, -0.64992, 0.43575)
C (2.67510, 4.86252, -4.46352)
C (2.12487, 5.25224, -3.08631)
C (0.84110, 6.05424, -3.28859)
C (3.14236, 6.14262, -2.36159)
C (1.88541, 3.98940, -2.26397)
C (0.63191, 3.64340, -1.77882)
C (0.51414, 2.47976, -1.03937)
Br (-1.20043, 1.93508, -0.39654)
C (1.58420, 1.63525, -0.75662)
O (1.31564, 0.52275, -0.05395)
C (2.86047, 1.96686, -1.24612)
C (2.95617, 3.13957, -1.98440)
C (4.06996, 1.08520, -0.95184)
C (5.35324, 1.65903, -1.54898)
C (3.85715, -0.31182, -1.55435)
C (4.27280, 0.97963, 0.56755)
H (2.83920, 5.75672, -5.06382)
H (1.97900, 4.21679, -4.99877)
H (3.62606, 4.33862, -4.38591)
H (1.05783, 6.94822, -3.87168)
H (0.41098, 6.38051, -2.34228)
H (0.08791, 5.48541, -3.83341)
H (3.31996, 7.04907, -2.93916)
H (4.09958, 5.64035, -2.23277)
H (2.78028, 6.43388, -1.37581)
H (-0.23444, 4.25359, -1.96799)
H (3.92351, 3.41668, -2.36857)
H (5.30267, 1.73654, -2.63473)
H (6.18170, 0.99391, -1.30721)
H (5.59209, 2.64088, -1.14259)
H (3.72492, -0.25490, -2.63464)
H (2.98337, -0.80688, -1.12499)
H (4.73058, -0.93374, -1.35669)
H (4.43062, 1.96399, 1.00720)
H (5.15354, 0.37351, 0.77994)
H (3.41828, 0.51543, 1.05710)
Br (1.90098, 0.98941, 6.45997)
C (0.35587, -0.05930, 6.21416)
C (-0.28398, -0.55030, 7.35032)
C (-1.42267, -1.32367, 7.22598)
C (-1.93463, -1.61400, 5.97030)
C (-1.30447, -1.13016, 4.84018)
C (-0.15438, -0.35173, 4.95702)
I (0.75823, 0.37591, 3.23000)
H (0.11847, -0.31851, 8.32484)
H (-1.91170, -1.69646, 8.11439)
H (-2.82978, -2.21177, 5.87267)
H (-1.70894, -1.34189, 3.85963)
S (-0.83524, -2.80635, -1.00837)
P (-2.61248, -2.82028, 0.02469)
S (-2.79551, -1.20324, 1.26951)
C (-2.69530, -4.34248, 0.97252)
C (-3.07812, -5.50901, 0.31758)
C (-3.08141, -6.71158, 1.00043)
C (-2.70414, -6.75253, 2.33516)
C (-2.32669, -5.58800, 2.99033)
C (-2.32276, -4.38285, 2.31120)
C (-3.97243, -2.80695, -1.14903)
C (-5.25975, -2.59766, -0.65460)
C (-6.33979, -2.63209, -1.51399)
C (-6.14189, -2.87578, -2.86738)
C (-4.86405, -3.08492, -3.35874)
C (-3.77680, -3.05258, -2.50209)
H (-3.37973, -5.48219, -0.72206)
H (-3.38193, -7.61588, 0.49224)
H (-2.70900, -7.69198, 2.86868)
H (-2.04083, -5.61884, 4.03124)
H (-2.04300, -3.47113, 2.82571)
H (-5.41758, -2.40165, 0.39816)
H (-7.33689, -2.46713, -1.13277)
H (-6.98941, -2.89975, -3.53702)
H (-4.70835, -3.27393, -4.41087)
H (-2.78020, -3.21311, -2.89153)

Results
⟨S²⟩: 12.709
Net charge: +1
Max |F|, eV/Å: 0.67
Spin multiplicity: 7
Frontier orbital gap (spin up / spin down), eV: 7.96 / 8.26
HOMO (spin up / spin down), eV: -10.826 / -10.844

---

(4)
Computed, not measured: C12H18Cl2CoN2 as an isolated structure in a non-equilibrium geometry, with the ωB97M-V functional and the def2-TZVPD basis.

CARTESIAN COORDINATES (ANGSTROEM)
Co (-0.43521, 1.25771, 2.72676)
Cl (0.36028, 1.83734, 0.79304)
Cl (1.28144, 0.89975, 3.89258)
C (0.90936, -1.45415, -1.24305)
H (0.76117, -0.40120, -0.95393)
H (1.99621, -1.63308, -1.28160)
C (-1.24681, -1.31123, -2.35550)
C (0.19860, -1.75802, -2.50006)
H (-1.92559, -1.95141, -1.79058)
C (0.94938, -1.08522, -3.68316)
H (0.21248, -2.83952, -2.65367)
C (0.60338, 0.40710, -3.67441)
H (2.01667, -1.22562, -3.55758)
H (0.70791, -1.58024, -4.65496)
C (-0.87593, 0.65713, -3.85375)
H (0.94400, 0.80603, -2.71774)
H (1.16534, 0.91434, -4.44364)
C (-1.70116, 0.00066, -2.71500)
H (-1.04839, 1.73380, -3.89489)
H (-1.19715, 0.22076, -4.81385)
H (-1.75593, 0.69335, -1.85344)
H (-2.74665, -0.04946, -3.05099)
N (-0.63243, -0.84936, 2.31544)
C (-1.87848, -0.60560, 1.98170)
C (-3.02097, -1.43265, 1.73490)
C (-4.20603, -0.82324, 1.32764)
C (-4.17080, 0.54233, 0.97248)
C (-3.00770, 1.27335, 1.20621)
N (-2.01337, 0.78991, 1.96078)
H (0.48711, -2.03690, -0.40199)
H (-0.36590, -1.80706, 2.57436)
H (-2.97545, -2.49652, 2.00907)
H (-5.15403, -1.38514, 1.30779)
H (-5.08096, 1.03074, 0.59907)
H (-2.87500, 2.29321, 0.82835)

Results
⟨S²⟩: 6.017
Net charge: -1
Max |F|, eV/Å: 4.47
Spin multiplicity: 5
Frontier orbital gap (spin up / spin down), eV: 7.54 / 7.41
HOMO (spin up / spin down), eV: -4.308 / -4.292

---

| no. | energy (eV) |
| --- | --- |
| 1 | -25507.89734 |
| 2 | -79884.20498 |
| 3 | -237362.56326 |
| 4 | -78389.59400 |